10 unconnected molecules or ions with the total composition H20O10 in a non-equilibrium geometry. Source: the OMol25 dataset; level of theory: ωB97M-V/def2-TZVPD.

```
! wB97M-V def2-TZVPD RIJCOSX def2/J DEFGRID3
* xyz 0 1
O -0.24807 -0.48249 -0.53074
H 0.16830 -0.06739 0.19808
H -0.27977 0.05832 -1.28327
O 0.15792 0.85087 1.79257
H -0.21271 1.63822 1.38097
H -0.54939 0.35747 2.19816
O 2.32612 0.08748 3.28353
H 1.93161 -0.30268 2.49424
H 2.90924 -0.57425 3.66321
O -1.25180 1.84674 -2.18531
H -2.05339 2.31704 -2.30818
H -0.58819 2.53702 -2.11615
O 1.10755 -2.20627 1.53967
H 0.22717 -1.89824 1.75314
H 1.53156 -1.52460 0.99465
O 1.78771 -1.77397 -1.80566
H 2.12684 -1.17747 -1.10159
H 0.86659 -1.86238 -1.80419
O -1.52936 -1.15826 2.26331
H -1.35987 -1.45415 3.13073
H -2.44155 -1.14216 2.22504
O -2.65960 0.73846 0.11251
H -2.99563 1.03466 -0.73140
H -1.80269 0.27282 -0.02579
O 2.65124 -0.24790 0.25892
H 2.32567 0.64033 0.39703
H 3.38230 -0.06451 -0.34079
O -1.68049 0.94318 -4.74802
H -2.46170 1.51964 -4.86147
H -1.38562 1.09448 -3.84319
*
```

Its total energy is -764.35856 Ha. The molar mass is 180.150 g/mol. The value obtained for the HOMO energy is -10.36 eV. Its structure (SMILES) is O.O.O.O.O.O.O.O.O.O.

Atomic partial charges in e from the Löwdin method, atoms 1 to 4: atom 1 (O): -0.0194, atom 2 (H): -0.0275, atom 3 (H): 0.0167, atom 4 (O): -0.0415

=====

10 unconnected molecules or ions with the total composition H20O10 in a non-equilibrium geometry. Source: the OMol25 dataset; level of theory: ωB97M-V/def2-TZVPD.

```
! wB97M-V def2-TZVPD RIJCOSX def2/J DEFGRID3
* xyz 0 1
H 0.78229 0.71384 0.47552
H -0.50838 -0.25250 0.29774
H 1.67157 -2.72564 -0.49220
H 0.32714 -2.25900 -0.21025
H -1.61471 4.70012 2.23324
H -1.44396 3.18616 2.12447
H 1.62791 -1.71221 -2.45888
H 2.47142 -3.02607 -2.56002
H -3.75051 -0.95770 -1.84584
H -4.10914 -2.37973 -2.29451
H -0.47959 -1.72169 2.28299
H 0.48521 -2.28887 3.40490
H -1.88328 -0.10774 -2.82065
H -2.38010 0.68209 -1.47083
H 4.59383 0.36983 1.62007
H 4.95759 1.55509 0.90905
H 0.80889 2.87447 -0.98656
H 1.65659 1.75040 -0.89561
H -0.91803 1.69682 1.52744
H -1.56637 0.80406 2.55821
O 0.47670 -0.12725 0.10045
O 1.00846 -2.87647 0.14271
O -1.80016 3.85064 2.73316
O 1.68970 -2.53247 -2.92817
O -4.09984 -1.45296 -2.53286
O 0.29698 -2.26556 2.39229
O -1.98814 0.73970 -2.37756
O 4.28590 0.86251 0.79395
O 0.84106 2.04130 -1.33260
O -1.43907 0.85882 1.61033
*
```

Its total energy is -764.27647 Ha. The molar mass is 180.150 g/mol. The value obtained for the HOMO energy is -10.02 eV. Its structure (SMILES) is O.O.O.O.O.O.O.O.O.O.

Atomic partial charges in e from the Löwdin method, atoms 1 to 4: atom 1 (H): 0.0207, atom 2 (H): 0.0525, atom 3 (H): -0.0255, atom 4 (H): 0.0309

=====

10 unconnected molecules or ions with the total composition H20O10 in a non-equilibrium geometry. Source: the OMol25 dataset; level of theory: ωB97M-V/def2-TZVPD.

```
! wB97M-V def2-TZVPD RIJCOSX def2/J DEFGRID3
* xyz 0 1
H 0.49144 0.44494 -0.18001
H -0.64097 -0.20222 -0.96031
H 1.53429 -3.22387 -0.77608
H 1.38482 -3.84747 0.60190
H -1.41526 -2.04951 3.82423
H -0.88144 -2.07236 2.40136
H -4.77549 -3.22362 -1.59486
H -4.59681 -1.89453 -0.87958
H -1.81816 3.47161 -0.96623
H -0.84797 2.31313 -0.80283
H 0.51399 2.62010 1.58272
H 0.31033 3.34879 0.26455
H 4.55670 1.65185 1.75307
H 3.48714 1.92964 2.79658
H 2.32505 -1.52655 0.83926
H 3.83146 -1.69910 0.73436
H 2.38129 1.72847 0.73688
H 3.16296 1.32320 -0.50199
H -3.32666 0.33215 -4.43410
H -4.78830 0.23568 -4.83952
O -0.30157 0.65691 -0.68518
O 1.15834 -3.05898 0.09596
O -1.67448 -1.87514 2.91242
O -5.05836 -2.30259 -1.62082
O -1.35368 2.95816 -0.29569
O 0.73384 2.57132 0.64556
O 3.72474 2.12104 1.88231
O 3.12614 -1.55211 1.37460
O 2.88539 0.99764 0.36170
O -4.12875 -0.17657 -4.27027
*
```

Its total energy is -764.29758 Ha. The molar mass is 180.150 g/mol. The value obtained for the HOMO energy is -8.99 eV. Its structure (SMILES) is O.O.O.O.O.O.O.O.O.O.

Atomic partial charges in e from the Löwdin method, atoms 1 to 4: atom 1 (H): 0.0305, atom 2 (H): 0.0607, atom 3 (H): 0.0519, atom 4 (H): 0.0539